No. 1
Here is one molecule with the formula C3H7Br3N2 from the Open Molecules 2025 dataset. Energies are from ωB97M-V/def2-TZVPD.

Properties
net charge	0
structure (SMILES)	BrCNN(CBr)CBr
M	310.815	g mol⁻¹
LUMO	0.0595	eV
E_HOMO	-9.2679	eV
orbital gap	9.33	eV

Each line ends with the Löwdin charge.
Atoms and positions in Å:
Br 3.5063 0.0648 -1.0181  0.606
C 2.4926 -1.1487 0.1047  -0.521
N 1.2855 -0.2542 0.9154  -0.020
N 0.0095 -0.3285 0.3690  -0.364
C -0.8732 -1.0194 1.0550  -0.379
Br -0.6553 -3.2438 0.7536  0.284
C -0.4012 0.5270 -0.6456  -0.483
Br -1.1889 -0.3059 -2.3779  0.487
H 3.2662 -1.6695 0.7852  0.075
H 1.9489 -1.9340 -0.3535  0.001
H 1.6327 0.7150 0.8676  0.078
H -0.9246 -0.9105 2.1189  0.076
H -1.8542 -1.1847 0.6130  0.036
H -1.2143 1.2729 -0.4171  0.088
H 0.4348 1.0685 -1.0251  0.035

No. 2
Here is a 2-piece molecular cluster, C3H7BrINO2 overall from the Open Molecules 2025 dataset. Energies are from ωB97M-V/def2-TZVPD.

Properties
net charge	0
M	295.902	g mol⁻¹
LUMO	-3.4360	eV
E_HOMO	-5.4316	eV
orbital gap	2.00	eV

Each line ends with the Löwdin charge.
Atoms and positions in Å:
O 0.0172 -0.2653 0.5991  -0.026
C 0.0594 0.1317 -0.5700  -0.768
I -0.7039 -1.2232 -2.1194  0.800
C 0.5809 1.5434 -1.0651  -0.251
N 2.1026 1.5244 -1.2458  -0.361
Br 2.5072 2.1102 -3.0432  0.673
H 0.1489 1.7253 -2.1066  0.061
H 0.2668 2.4230 -0.4253  0.146
H 2.4502 0.5616 -1.0905  0.118
H 2.5524 2.1385 -0.5357  0.127
C -2.0282 -2.1550 2.3313  -0.432
O -3.0701 -2.8989 2.6605  -0.232
H -1.0362 -2.4683 2.7257  0.066
H -1.7982 -2.0594 1.2471  0.035
H -2.0490 -1.0879 2.6379  0.045

No. 3
Here is an isolated ion of composition C3H7BrN3 and charge +1 from the Open Molecules 2025 dataset. Energies are from ωB97M-V/def2-TZVPD.

Properties
net charge	+1
structure (SMILES)	[NH3+][C@]1(Br)CCN=N1
M	165.014	g mol⁻¹
LUMO	-4.7967	eV
E_HOMO	-14.6607	eV
relative energy (zero: lowest compared OMol25 entry of this formula, charge and spin)	2.044	eV
orbital gap	9.86	eV

Each line ends with the Löwdin charge.
Atoms and positions in Å:
N 0.3879 -1.4323 -1.0640  0.179
C 0.4698 -0.1779 -0.2633  -0.827
Br 2.4297 -0.1669 0.2554  0.809
C -0.4724 -0.0873 0.8906  -0.123
C -0.8068 1.4630 0.6318  -0.175
N -0.3741 1.8081 -0.6692  0.080
N 0.3091 0.9155 -1.1763  0.018
H -0.5430 -1.8993 -0.9598  0.194
H 1.1875 -2.0448 -0.6757  0.148
H 0.7535 -1.2636 -1.9783  0.145
H 0.1868 -0.3094 1.7662  0.107
H -1.5356 -0.6080 0.8798  0.170
H -1.7973 1.8611 0.9555  0.143
H -0.1951 1.9418 1.4071  0.132

What is the formula in the third record?
C3H7BrN3

What is the formula in the third record?
C3H7BrN3

Which of these has the lowest orbital gap?
C3H7BrINO2